34
Properties=species:S:1:pos:R:3:lowdin_charge:R:1 method="wB97M-V/def2-TZVPD" e_homo_ha="-0.310 / -0.309" multiplicity=4 gap_ev="7.29 / 7.01"
C 2.147 2.827 1.403 -0.239
C 3.188 1.857 0.836 -0.221
H 1.702 3.464 0.629 -0.036
H 2.681 3.490 2.098 0.077
H 1.355 2.332 1.969 0.042
H 2.913 1.231 -0.018 -0.018
H 4.041 2.458 0.504 0.077
H 3.542 1.204 1.635 0.071
C -2.254 1.448 -0.016 -0.101
C -3.585 1.245 -0.389 -0.019
C -3.935 0.123 -1.157 -0.033
C -2.949 -0.794 -1.488 0.011
H -1.903 2.309 0.560 0.127
H -4.324 1.974 -0.083 0.110
H -4.959 -0.036 -1.477 0.114
H -3.132 -1.712 -2.043 0.109
N -1.295 0.570 -0.354 -0.029
C -1.634 -0.547 -1.068 -0.183
C -0.531 -1.469 -1.174 -0.174
N 0.609 -0.994 -0.582 0.006
C 1.654 -1.830 -0.393 -0.053
C 0.451 -3.625 -1.503 -0.031
C 1.592 -3.156 -0.836 -0.028
H 2.508 -1.417 0.133 0.125
H 2.438 -3.815 -0.665 0.111
C -0.632 -2.769 -1.669 0.013
H -1.574 -3.054 -2.127 0.110
H 0.392 -4.646 -1.876 0.117
Co 0.624 0.839 -0.011 0.224
I 0.984 2.491 -1.762 0.355
O -1.223 0.340 2.463 -0.001
N -0.070 -0.016 2.768 -0.483
O 0.255 -0.593 3.803 0.048
O 0.927 0.273 1.895 -0.200

29
Properties=species:S:1:pos:R:3:lowdin_charge:R:1 method="wB97M-V/def2-TZVPD" charge=+2 e_homo_ha="-0.564 / -0.551" e_above_lowest_kcal_mol=0.3 multiplicity=2 gap_ev="7.47 / 6.71"
I -2.406 -2.712 -5.245 0.275
C 3.372 3.322 2.183 0.039
N 2.419 2.406 1.505 -0.077
C 2.750 1.086 1.583 0.053
C 1.869 0.139 0.962 0.064
C 0.650 0.579 0.427 -0.105
C 0.384 1.951 0.340 0.043
C 1.296 2.877 0.830 0.063
C -0.346 -0.446 -0.163 -0.123
C -0.659 -1.616 0.531 0.062
C -1.692 -2.450 0.059 0.029
N -2.327 -2.157 -1.074 -0.063
C -1.882 -1.132 -1.844 -0.012
C -0.938 -0.204 -1.383 0.047
C -3.430 -3.073 -1.622 0.040
H 2.927 4.317 2.215 0.107
H 4.256 3.430 1.556 0.119
H 3.572 2.931 3.181 0.118
H 3.638 0.728 2.082 0.155
H 2.158 -0.901 0.971 0.132
H -0.544 2.326 -0.065 0.138
H 1.209 3.952 0.777 0.151
H -0.171 -1.840 1.468 0.135
H -2.110 -3.271 0.623 0.152
H -2.335 -1.004 -2.816 0.053
H -0.611 0.530 -2.105 0.143
H -4.295 -2.474 -1.908 0.113
H -3.695 -3.542 -0.675 0.096
H -3.058 -3.751 -2.391 0.051

32
Properties=species:S:1:pos:R:3:lowdin_charge:R:1 method="wB97M-V/def2-TZVPD" smiles="Cc1c(CC(C)C)sc2[nH]c(C(=O)O)nc(=O)c12" e_homo_ha=-0.308 e_above_lowest_kcal_mol=65.3 gap_ev=7.65
C -0.595 1.408 2.513 -0.040
C -0.558 0.562 1.219 -0.189
C -0.028 0.945 -0.028 -0.466
C 0.709 2.258 -0.385 -0.203
C 1.250 2.398 -1.815 -0.441
C 2.353 1.347 -2.075 -0.100
C 1.696 3.904 -1.964 -0.079
S -0.354 -0.289 -1.170 1.078
C -0.957 -1.450 -0.002 -0.469
N -1.269 -2.779 -0.226 0.102
C -1.654 -3.593 0.859 -0.123
C -1.942 -5.079 0.636 -0.410
O -2.466 -5.671 1.635 0.068
O -1.490 -5.706 -0.432 0.095
N -1.802 -3.062 2.118 0.222
C -1.506 -1.727 2.314 -0.473
O -1.360 -1.207 3.386 0.079
C -1.101 -0.871 1.226 -0.112
H -0.481 2.445 2.227 0.058
H -1.539 1.351 3.038 0.067
H 0.151 0.924 3.271 0.123
H 0.121 3.194 -0.216 0.118
H 1.541 2.386 0.409 0.153
H 0.376 2.263 -2.403 0.104
H 2.401 0.578 -1.267 0.069
H 2.214 0.906 -3.072 0.073
H 3.434 1.677 -2.067 0.090
H 2.239 3.907 -2.981 0.098
H 0.849 4.596 -1.914 0.069
H 2.470 4.247 -1.254 0.077
H -1.355 -3.129 -1.187 0.160
H -1.347 -6.733 -0.392 0.205

29
Properties=species:S:1:pos:R:3:lowdin_charge:R:1 method="wB97M-V/def2-TZVPD" smiles=Cc1[nH+]c2ncccc2ccccn1C charge=+1 e_homo_ha=-0.453 e_above_lowest_kcal_mol=35.8 gap_ev=8.95
C -2.145 -1.968 -0.914 0.046
C -1.233 -1.020 -0.153 -0.272
N 0.038 -1.308 -0.117 0.162
C 1.249 -0.769 0.126 -0.249
N 2.123 -1.695 0.646 0.141
C 3.410 -1.319 0.604 -0.147
C 3.907 -0.190 0.056 -0.047
C 3.004 0.742 -0.444 -0.002
C 1.657 0.513 -0.353 -0.117
C 0.711 1.533 -1.016 0.004
C -0.148 2.257 -0.311 -0.074
C -0.266 1.931 1.072 -0.019
C -1.046 0.831 1.411 -0.033
N -1.737 0.008 0.482 -0.039
C -3.173 0.456 0.144 0.056
H -2.410 -2.809 -0.214 0.134
H -1.695 -2.388 -1.815 0.104
H -3.016 -1.488 -1.281 0.063
H 0.196 -2.358 -0.177 0.206
H 4.145 -1.912 1.219 0.138
H 4.988 -0.003 -0.149 0.136
H 3.182 1.654 -0.822 0.090
H 0.754 1.430 -2.039 0.097
H -0.712 3.039 -0.687 0.106
H -0.183 2.635 1.826 0.103
H -1.148 0.483 2.428 0.133
H -3.292 0.647 -0.890 0.093
H -3.825 -0.245 0.594 0.091
H -3.335 1.314 0.773 0.097

29
Properties=species:S:1:pos:R:3:lowdin_charge:R:1 method="wB97M-V/def2-TZVPD" smiles="CC1=C(c2ccccc2)[Si](C)(C)OC1=O" e_homo_ha=-0.330 e_above_lowest_kcal_mol=0.0 gap_ev=9.06
C -0.886 2.781 -0.310 -0.026
C -1.280 1.319 -0.415 -0.193
C -0.454 0.277 -0.280 -0.126
C 1.005 0.292 -0.209 -0.237
C 1.669 -0.569 0.660 -0.010
C 3.084 -0.451 0.762 -0.066
C 3.788 0.412 -0.027 -0.085
C 3.118 1.243 -0.954 -0.045
C 1.732 1.212 -0.974 -0.051
Si -1.540 -1.252 0.172 0.632
C -1.567 -1.968 1.931 -0.149
C -1.596 -2.556 -1.277 -0.127
O -2.950 -0.288 0.069 -0.056
C -2.710 1.001 -0.128 -0.524
O -3.604 1.806 0.001 0.115
H 0.279 2.914 0.068 0.139
H -1.605 3.221 0.314 0.052
H -0.869 3.159 -1.366 0.098
H 1.058 -1.365 1.076 0.089
H 3.669 -1.054 1.399 0.089
H 4.774 0.635 0.140 0.075
H 3.677 1.905 -1.604 0.105
H 1.106 1.826 -1.593 0.099
H -2.724 -2.178 1.969 0.083
H -0.976 -2.809 2.179 0.004
H -1.243 -1.095 2.546 0.047
H -0.578 -2.881 -1.404 0.021
H -2.088 -3.404 -0.779 0.024
H -2.287 -2.133 -1.966 0.020

44
Properties=species:S:1:pos:R:3:lowdin_charge:R:1 method="wB97M-V/def2-TZVPD" e_homo_ha="-0.312 / -0.312" e_above_lowest_kcal_mol=33.2 gap_ev="7.81 / 7.81"
Pt 0.023 0.086 1.708 0.971
F -2.547 3.183 0.749 0.150
C -2.650 1.898 0.412 -0.662
F -3.780 1.721 -0.266 0.151
F -1.627 1.597 -0.402 0.083
S -2.706 0.910 1.998 0.601
O -1.558 1.362 2.800 -0.361
O -4.001 1.173 2.515 -0.224
N -2.417 -0.553 1.448 -0.364
S -2.385 -1.744 2.558 0.602
O -1.150 -1.728 3.282 -0.313
O -3.598 -1.889 3.288 -0.246
C -2.264 -3.244 1.428 -0.642
F -2.691 -2.991 0.178 0.111
F -3.031 -4.203 1.941 0.146
F -1.012 -3.690 1.369 0.139
C 0.436 -2.743 -2.400 -0.185
As -0.087 -1.112 -1.535 1.026
C -1.959 -0.833 -1.916 -0.191
C 0.872 0.323 -2.365 -0.184
O 0.277 -1.279 0.079 -0.611
H 0.491 -2.596 -3.478 0.045
H -0.289 -3.520 -2.168 0.043
H 1.411 -3.031 -2.009 0.047
H -2.311 -1.642 -2.554 0.046
H -2.084 0.120 -2.424 0.040
H -2.517 -0.833 -0.984 0.002
H 0.565 0.418 -3.406 0.051
H 1.934 0.114 -2.305 0.028
H 0.663 1.247 -1.827 0.036
Cl 3.610 -1.020 0.942 0.708
C 3.251 0.565 0.327 -0.625
C 3.888 0.968 -0.838 -0.142
C 3.652 2.232 -1.352 -0.100
C 2.789 3.096 -0.689 -0.089
C 2.186 2.694 0.489 -0.049
C 2.392 1.417 1.031 -0.331
C 1.693 1.011 2.276 -0.264
H 4.572 0.288 -1.327 0.105
H 4.151 2.542 -2.260 0.105
H 2.606 4.090 -1.075 0.104
H 1.540 3.379 1.025 0.116
H 1.351 1.877 2.853 0.073
H 2.308 0.341 2.882 0.053

44
Properties=species:S:1:pos:R:3:lowdin_charge:R:1 method="wB97M-V/def2-TZVPD" e_homo_ha="-0.297 / -0.299" e_above_lowest_kcal_mol=0.0 multiplicity=5 gap_ev="7.36 / 6.37"
Os -0.853 0.636 -0.634 0.967
N 2.663 0.629 2.329 0.047
C 2.346 0.375 1.055 -0.123
N 1.201 0.956 0.781 0.063
C 0.854 1.544 1.951 -0.326
N 1.713 1.380 2.929 0.143
C -0.406 2.282 2.028 -0.183
C -0.778 3.075 3.101 -0.052
N -1.922 3.747 3.109 0.104
C -2.691 3.629 2.033 -0.086
C -2.340 2.836 0.952 -0.112
N -1.194 2.157 0.956 -0.047
H 3.466 0.319 2.850 0.161
H 2.938 -0.225 0.383 0.130
H -0.128 3.161 3.963 0.121
H -3.626 4.174 2.022 0.117
H -2.973 2.724 0.084 0.099
S -3.252 1.014 -4.983 0.094
As -1.551 0.701 -3.749 -0.467
S -1.142 2.260 -2.248 0.079
S -1.720 -0.842 -2.201 0.101
S -0.294 0.452 -5.400 0.049
O -3.271 -0.005 1.304 0.039
C -2.408 -0.832 1.518 -0.513
C -2.517 -1.995 2.487 -0.075
C -1.149 -2.661 2.408 -0.077
C -0.421 -1.885 1.324 -0.492
O 0.706 -2.161 0.931 0.004
N -1.179 -0.843 0.887 -0.063
H -3.329 -2.638 2.149 0.126
H -2.785 -1.622 3.474 0.122
H -1.173 -3.712 2.128 0.123
H -0.574 -2.584 3.331 0.123
C 3.312 -1.799 -4.129 -0.082
N 2.506 -0.751 -3.549 0.021
C 1.902 -0.803 -2.339 -0.621
N 2.145 -1.886 -1.547 0.189
O 1.190 0.141 -1.972 -0.186
H 3.885 -1.389 -4.957 0.087
H 2.715 -2.635 -4.506 0.089
H 4.029 -2.176 -3.398 0.081
H 2.136 -0.019 -4.136 0.081
H 2.430 -2.745 -1.985 0.093
H 1.536 -1.984 -0.734 0.053

39
Properties=species:S:1:pos:R:3:lowdin_charge:R:1 method="wB97M-V/def2-TZVPD" smiles="CCC(=O)N[C@H](NC(=S)Nc1ccc(S(N)(=O)=O)cc1)C(Cl)(Cl)Cl" e_homo_ha=-0.319 gap_ev=8.71
C -1.175 -1.652 -2.595 -0.084
C 0.134 -0.921 -2.328 -0.149
C 0.487 -0.917 -0.859 -0.501
O -0.205 -1.374 0.022 0.054
N 1.689 -0.314 -0.593 0.088
C 2.237 -0.270 0.732 -0.481
N 2.847 1.003 1.039 0.006
C 2.540 2.228 0.515 -0.888
S 3.737 3.349 0.349 0.636
N 1.283 2.528 0.105 0.057
C 0.069 1.930 0.444 -0.241
C -0.124 1.333 1.689 -0.014
C -1.309 0.671 1.950 -0.036
C -2.295 0.640 0.987 -0.295
S -3.710 -0.412 1.219 0.618
N -3.280 -1.610 0.123 -0.056
O -3.722 -0.917 2.564 -0.307
O -4.903 0.201 0.719 -0.297
C -2.154 1.303 -0.216 -0.047
C -0.970 1.957 -0.489 -0.008
C 3.308 -1.373 0.907 -1.500
Cl 4.655 -1.084 -0.227 0.628
Cl 3.934 -1.356 2.566 0.635
Cl 2.595 -2.956 0.563 0.657
H -1.429 -1.593 -3.650 0.076
H -1.083 -2.698 -2.316 0.082
H -1.979 -1.218 -2.007 0.047
H 0.063 0.118 -2.658 0.115
H 0.952 -1.391 -2.880 0.123
H 2.295 -0.042 -1.353 0.141
H 1.398 -0.503 1.410 0.130
H 3.830 0.956 1.286 0.060
H 1.232 3.383 -0.435 0.128
H 0.651 1.399 2.438 0.128
H -1.485 0.167 2.887 0.122
H -2.358 -1.966 0.336 0.048
H -3.960 -2.355 0.105 0.076
H -2.968 1.279 -0.922 0.124
H -0.828 2.473 -1.427 0.121

39
Properties=species:S:1:pos:R:3:lowdin_charge:R:1 method="wB97M-V/def2-TZVPD" charge=-1 e_homo_ha=-0.166 e_above_lowest_kcal_mol=0.0 gap_ev=7.20
Pd -1.011 -0.226 -0.239 1.009
C 0.593 1.744 3.394 -0.076
C 0.453 0.892 2.138 -0.231
N -0.917 0.797 1.585 -0.289
C -1.896 0.240 2.546 -0.249
C -1.469 -1.083 3.154 -0.087
C -1.407 2.100 1.080 -0.188
C -0.534 2.618 -0.055 -0.228
N -0.079 1.491 -0.852 -0.102
C 0.727 1.678 -1.911 -0.174
C 1.434 0.583 -2.477 -0.165
F 1.324 -0.626 -1.905 0.062
C 2.275 0.710 -3.554 -0.231
F 2.909 -0.389 -4.007 0.072
C 2.519 1.926 -4.171 0.031
C 1.867 3.010 -3.631 -0.240
F 2.049 4.231 -4.178 0.064
C 1.009 2.907 -2.556 -0.144
F 0.402 4.053 -2.150 0.049
H 1.646 1.782 3.678 0.076
H 0.037 1.331 4.236 0.065
H 0.263 2.771 3.233 0.067
H 0.787 -0.125 2.336 0.110
H 1.086 1.274 1.339 0.105
H -2.819 0.094 1.985 0.114
H -2.087 0.985 3.331 0.115
H -1.213 -1.789 2.366 0.063
H -2.306 -1.499 3.715 0.081
H -0.630 -0.971 3.843 0.063
H -1.468 2.834 1.892 0.115
H -2.417 1.918 0.711 0.123
H 0.316 3.183 0.354 0.115
H -1.136 3.333 -0.620 0.114
H 3.177 2.014 -5.022 0.121
O -1.670 -1.055 -1.949 -0.453
S -2.898 -1.600 -1.188 0.299
O -3.307 -2.872 -1.714 -0.325
O -2.234 -1.762 0.217 -0.480
O -3.938 -0.589 -1.113 -0.371

30
Properties=species:S:1:pos:R:3:lowdin_charge:R:1 method="wB97M-V/def2-TZVPD" charge=+1 e_homo_ha=-0.434 e_above_lowest_kcal_mol=49.7 gap_ev=6.70
C -2.443 2.815 1.329 -0.080
C -3.099 1.848 0.557 -0.069
C -1.328 2.537 2.121 -0.055
C -2.609 0.522 0.478 0.000
C -0.742 1.326 1.943 -0.040
C -1.367 0.375 1.117 -0.319
C 1.643 -2.977 -1.006 -0.048
C 0.966 -2.538 -2.178 0.007
C 2.252 -2.120 -0.180 -0.001
C 0.634 -1.250 -2.416 0.006
C 2.259 -0.660 -0.528 -0.303
C 1.142 -0.273 -1.525 -0.156
N 0.644 0.930 -1.360 0.266
N 2.053 0.178 0.590 0.051
O -0.594 -0.748 1.063 0.027
H -2.980 3.751 1.350 0.104
H -4.100 2.092 0.084 0.132
H -0.909 3.262 2.694 0.086
H -2.995 -0.294 -0.070 0.101
H 0.139 1.188 2.522 0.117
H 1.664 -3.999 -0.576 0.137
H 0.483 -3.129 -2.829 0.091
H 2.669 -2.276 0.814 0.136
H -0.123 -1.192 -3.161 0.125
H 3.357 -0.534 -0.885 0.211
H -0.071 1.105 -2.013 0.134
H 0.923 1.467 -0.536 0.142
H 1.067 0.170 0.832 0.026
H -0.943 -1.270 0.381 0.079
H 2.410 -0.307 1.387 0.093

30
Properties=species:S:1:pos:R:3:lowdin_charge:R:1 method="wB97M-V/def2-TZVPD" smiles=c1cc[nH]c1.c1cc[nH]c1.c1cc[nH]c1 e_homo_ha=-0.301 e_above_lowest_kcal_mol=29.1 gap_ev=8.87
C -16.749 -15.432 3.147 -0.136
C -17.214 -15.156 1.873 -0.130
C -16.611 -14.049 1.368 -0.140
N -15.832 -13.610 2.354 0.020
C -15.935 -14.457 3.434 -0.180
H -17.037 -16.232 3.813 0.110
H -17.926 -15.713 1.282 0.093
H -16.697 -13.590 0.394 0.115
H -15.062 -12.962 2.272 0.094
H -15.458 -14.243 4.379 0.110
C -18.107 -13.073 5.560 -0.145
C -17.446 -13.794 6.468 -0.167
C -17.358 -13.145 7.674 -0.130
N -18.168 -12.056 7.555 0.015
C -18.661 -12.057 6.234 -0.121
H -18.213 -13.322 4.514 0.104
H -16.812 -14.644 6.260 0.090
H -16.727 -13.293 8.538 0.108
H -18.310 -11.412 8.320 0.143
H -19.362 -11.306 5.899 0.103
C -13.169 -10.844 1.489 -0.109
C -11.929 -10.862 2.132 -0.104
C -12.186 -10.886 3.510 -0.135
N -13.525 -10.917 3.719 0.022
C -14.113 -10.992 2.480 -0.180
H -13.284 -10.744 0.420 0.098
H -11.021 -10.829 1.549 0.093
H -11.490 -10.894 4.336 0.103
H -14.077 -10.873 4.564 0.156
H -15.178 -11.170 2.523 0.101

30
Properties=species:S:1:pos:R:3:lowdin_charge:R:1 method="wB97M-V/def2-TZVPD" e_homo_ha="-0.273 / -0.273" e_above_lowest_kcal_mol=97.5 gap_ev="7.29 / 7.22"
C 0.203 -2.177 0.561 -0.282
C -3.702 0.849 -0.311 -0.132
C -2.908 1.552 0.614 -0.056
C -3.272 -0.262 -0.940 -0.100
C -1.696 0.927 0.935 -0.065
C -2.063 -0.874 -0.525 -0.020
C -1.260 -0.274 0.442 -0.212
C 1.004 -0.164 1.649 -0.120
C 2.402 -0.172 0.912 -0.123
C 0.100 -0.777 0.652 -0.241
C 1.931 2.001 -0.419 0.006
C 1.692 -1.365 -1.913 -0.082
N 0.283 -3.318 0.548 0.185
N 2.186 0.528 -0.360 -0.227
N 1.423 -0.163 -1.153 -0.037
H -4.771 1.022 -0.517 0.106
H -3.172 2.346 1.281 0.094
H -4.079 -0.866 -1.550 0.143
H -1.082 1.523 1.673 0.110
H -1.717 -1.831 -0.893 0.102
H 1.154 -0.810 2.492 0.113
H 0.682 0.887 2.060 0.132
H 3.174 0.266 1.597 0.128
H 2.756 -1.169 0.746 0.102
H 1.086 2.291 0.241 0.086
H 2.720 2.553 -0.026 0.059
H 1.778 2.124 -1.456 0.075
H 2.685 -1.810 -1.669 0.091
H 0.780 -1.945 -1.727 0.063
H 1.684 -0.891 -2.943 0.100

Computed values of max |F| (unit: eV/A) for the preceding records, in sequence: 3.25; 3.43; 6.91; 5.24; 4.15; 1.50; 0.44; 0.79; 0.76; 3.71; 5.60; 3.87.
Computed values of calculated total energy (unit: a.u.) for the preceding records, in sequence: -2536.040343; -872.264726; -1199.033631; -629.606192; -905.665870; -5107.975048; -5049.366611; -3088.014442; -1802.344683; -650.691153; -630.455563; -630.346515.